No. 1
Computed, not measured: 3 unconnected molecules or ions with the total composition CH8O2 in a non-equilibrium geometry, with the ωB97M-V functional and the def2-TZVPD basis.

## Properties
Spin multiplicity   1
Total charge   0
Gap between HOMO and LUMO   11.4 eV
HOMO level   -10.8 eV
E_tot   -193.3533 Ha
ΔE to the lowest compared entry with this formula, charge and spin   0.3279 eV
SMILES   C.O.O

Last column: natural (NBO) charge in e.
CARTESIAN COORDINATES (ANGSTROEM)
C (-1.64592, 0.08923, -1.30694)  -0.86
H (-1.39162, 1.00234, -0.77762)  0.23
H (-0.92370, 0.07372, -2.12756)  0.21
H (-2.59366, 0.29488, -1.80855)  0.21
H (-1.80389, -0.85492, -0.80345)  0.21
O (1.48657, -1.18043, 0.74312)  -0.96
H (1.07790, -1.87175, 0.22468)  0.49
H (2.17112, -1.47447, 1.30428)  0.48
O (0.90348, 1.48999, 1.30957)  -0.95
H (1.46027, 0.73274, 1.05011)  0.48
H (1.25944, 1.69865, 2.19235)  0.46

No. 2
Computed, not measured: 5 unconnected molecules or ions with the total composition C34H61N3O14 in a non-equilibrium geometry, with the ωB97M-V functional and the def2-TZVPD basis.

## Properties
Spin multiplicity   1
Total charge   0
Gap between HOMO and LUMO   8.3 eV
HOMO level   -8.5 eV
E_tot   -2549.6891 Ha
SMILES   CCCCCCCCC[C@@](C#N)(N=C(C)C)[C@@H](C#N)CCCC(=O)OCC.COC(=O)OC.COC(=O)OC.COC(=O)OC.COC(=O)OC

Last column: Löwdin charge in e.
CARTESIAN COORDINATES (ANGSTROEM)
C (0.04770, 5.30907, 7.13634)  -0.12
C (1.18723, 4.40905, 6.65303)  -0.27
C (0.77355, 2.94098, 6.49770)  -0.24
C (1.59535, 2.20338, 5.44694)  -0.23
C (1.33269, 0.68840, 5.42432)  -0.21
C (2.52972, -0.12304, 4.90706)  -0.19
C (2.16495, -1.28702, 3.96077)  -0.20
C (2.85847, -1.18393, 2.59899)  -0.20
C (2.25025, -0.07640, 1.73367)  -0.13
C (2.11921, -0.44680, 0.23309)  -0.43
C (3.41025, -1.02309, -0.19209)  -0.16
N (4.41807, -1.46144, -0.53071)  0.22
N (1.05320, -1.41045, 0.11487)  0.12
C (1.01105, -2.28132, -0.84468)  -0.34
C (1.59905, -3.65441, -0.73127)  -0.02
C (0.33538, -2.01136, -2.16196)  0.00
C (1.88923, 0.88441, -0.56860)  -0.23
C (2.26101, 0.77967, -1.97670)  -0.17
N (2.49400, 0.65910, -3.09513)  0.20
C (0.46403, 1.42834, -0.44082)  -0.13
C (0.38144, 2.93229, -0.77733)  -0.16
C (-0.65953, 3.28568, -1.84130)  -0.08
C (-1.92330, 3.86866, -1.26758)  -0.49
O (-2.13259, 4.07766, -0.10147)  0.12
O (-2.83801, 4.10823, -2.23427)  -0.03
C (-3.55061, 5.35677, -2.17758)  -0.21
C (-5.02529, 5.13789, -2.49154)  -0.05
H (-0.03806, 5.26797, 8.22366)  0.07
H (-0.90770, 4.99462, 6.71622)  0.07
H (0.22917, 6.35190, 6.87723)  0.06
H (1.99753, 4.44807, 7.38278)  0.11
H (1.55166, 4.76608, 5.68737)  0.10
H (0.90857, 2.41001, 7.44452)  0.11
H (-0.28375, 2.87348, 6.22532)  0.11
H (2.66102, 2.37203, 5.62980)  0.11
H (1.34369, 2.58852, 4.45427)  0.11
H (0.46839, 0.50948, 4.78051)  0.10
H (1.07283, 0.37114, 6.43687)  0.11
H (3.09657, -0.51989, 5.74858)  0.11
H (3.17092, 0.56065, 4.34370)  0.10
H (1.08527, -1.30457, 3.78822)  0.09
H (2.43915, -2.24549, 4.40412)  0.11
H (3.91571, -0.96240, 2.75694)  0.12
H (2.75769, -2.14387, 2.08955)  0.10
H (1.23201, 0.13353, 2.06915)  0.11
H (2.80659, 0.85741, 1.83956)  0.12
H (0.83658, -4.43339, -0.73423)  0.08
H (2.23890, -3.73298, 0.14466)  0.08
H (2.21895, -3.80905, -1.61965)  0.10
H (-0.46391, -2.74233, -2.31857)  0.07
H (-0.11273, -1.02141, -2.14970)  0.07
H (1.05379, -2.07079, -2.98066)  0.10
H (2.56054, 1.63062, -0.13134)  0.15
H (0.14638, 1.28002, 0.59014)  0.12
H (-0.20690, 0.87468, -1.09487)  0.10
H (1.35205, 3.26729, -1.15157)  0.11
H (0.19179, 3.50014, 0.13153)  0.11
H (-0.93313, 2.40973, -2.43205)  0.13
H (-0.26579, 4.04023, -2.52427)  0.13
H (-3.09591, 6.02543, -2.90960)  0.12
H (-3.43332, 5.79457, -1.18794)  0.11
H (-5.15763, 4.12416, -2.87089)  0.07
H (-5.62805, 5.22458, -1.58997)  0.08
H (-5.38291, 5.82428, -3.25545)  0.07
C (5.53304, 0.41484, -3.15530)  -0.05
O (6.70813, 0.97623, -3.76953)  0.01
C (7.12716, 2.10270, -3.21058)  -0.63
O (6.62121, 2.66692, -2.27312)  0.11
O (8.21662, 2.51914, -3.86303)  0.00
C (8.77437, 3.73395, -3.35727)  -0.05
H (5.30759, -0.48790, -3.71340)  0.09
H (5.73513, 0.16464, -2.11618)  0.07
H (4.70477, 1.10889, -3.22463)  0.05
H (9.07984, 3.61414, -2.31957)  0.10
H (8.05597, 4.54798, -3.43343)  0.10
H (9.63961, 3.93972, -3.98011)  0.09
C (-2.36933, -7.38086, 3.45553)  -0.03
O (-1.58070, -6.19393, 3.59824)  0.01
C (-1.57204, -5.40953, 2.52558)  -0.63
O (-2.14710, -5.61516, 1.48629)  0.11
O (-0.80770, -4.34593, 2.76530)  0.02
C (-0.76149, -3.43333, 1.65559)  -0.03
H (-2.27648, -7.90712, 4.40008)  0.09
H (-3.41065, -7.12785, 3.26733)  0.10
H (-1.98940, -7.99720, 2.64332)  0.10
H (-1.76036, -3.05195, 1.44753)  0.11
H (-0.36964, -3.93052, 0.77834)  0.06
H (-0.11303, -2.61381, 1.94292)  0.07
C (-8.87190, 0.02325, -3.60842)  -0.04
O (-7.91292, -0.49772, -2.68173)  0.01
C (-6.91100, 0.33424, -2.40625)  -0.63
O (-6.76397, 1.43934, -2.86070)  0.12
O (-6.09235, -0.26074, -1.54022)  0.00
C (-4.96421, 0.53734, -1.15919)  -0.03
H (-9.61461, -0.75892, -3.72937)  0.09
H (-9.33620, 0.92417, -3.21259)  0.10
H (-8.40005, 0.24422, -4.56363)  0.10
H (-5.28864, 1.45671, -0.67608)  0.10
H (-4.35506, 0.77834, -2.02850)  0.10
H (-4.39916, -0.07268, -0.46124)  0.09
C (-0.70843, -4.15797, -6.67515)  -0.03
O (-0.99954, -3.68459, -5.35478)  0.00
C (-1.57816, -4.58700, -4.56415)  -0.62
O (-1.85713, -5.71687, -4.86680)  0.13
O (-1.79168, -4.02193, -3.37527)  -0.04
C (-2.40763, -4.88136, -2.40728)  -0.02
H (-0.24678, -3.32098, -7.18916)  0.09
H (-0.02131, -5.00068, -6.63635)  0.10
H (-1.62276, -4.45439, -7.18481)  0.10
H (-1.77880, -5.74650, -2.20710)  0.10
H (-3.38821, -5.21016, -2.74340)  0.10
H (-2.50745, -4.28400, -1.50545)  0.09

No. 3
Computed, not measured: a molecular structure, C6H8BrNO2S in a non-equilibrium geometry, with the ωB97M-V functional and the def2-TZVPD basis.

## Properties
Spin multiplicity   1
Total charge   0
Gap between HOMO and LUMO   9.3 eV
HOMO level   -8.8 eV
E_tot   -3410.7308 Ha
ΔE to the lowest compared entry with this formula, charge and spin   4.6292 eV

Last column: natural (NBO) charge in e.
CARTESIAN COORDINATES (ANGSTROEM)
C (0.11665, 1.58519, -1.36012)  -0.24
C (-0.93130, 2.06055, -0.53045)  -0.26
C (0.36200, 0.30522, -1.50604)  -0.12
C (-1.58310, 1.34932, 0.45366)  -0.12
C (-0.23762, -0.80150, -0.71900)  -0.53
C (-0.90066, -0.52465, 0.59709)  -0.38
N (0.70592, -2.12776, 1.95811)  -1.11
O (1.40426, 0.26881, 1.88888)  -0.92
O (-0.65401, -0.27409, 3.23386)  -0.90
S (0.18777, -0.51100, 2.12051)  2.27
Br (-2.44006, -1.37129, 1.03594)  0.15
H (0.53499, 2.32036, -2.01343)  0.22
H (-1.17752, 3.09417, -0.70046)  0.22
H (1.03580, -0.01585, -2.22036)  0.20
H (-2.36573, 1.73705, 1.06719)  0.21
H (-0.96632, -1.39022, -1.41474)  0.25
H (0.61126, -1.47087, -0.58440)  0.24
H (0.72187, -2.83987, 2.67739)  0.42
H (1.53570, -2.19778, 1.38754)  0.40

No. 4
Computed, not measured: a molecular structure, C25H40N7O8P2S2Tc in a non-equilibrium geometry, with the ωB97M-V functional and the def2-TZVPD basis.

## Properties
Spin multiplicity   4
Total charge   +3
Gap between HOMO and LUMO (spin up / spin down)   4.6 / 3.7 eV
HOMO level (spin up / spin down)   -14.1 / -14.1 eV
E_tot   -3521.1154 Ha

Last column: Löwdin charge in e.
CARTESIAN COORDINATES (ANGSTROEM)
Tc (-0.61705, 0.57057, 1.20357)  1.58
C (-4.51202, 1.91566, 2.43321)  0.03
C (-3.15207, 1.71684, 1.86015)  -0.18
N (-2.41030, 0.65526, 2.06431)  -0.10
N (-2.76161, -0.27986, 2.99302)  0.05
C (-1.89655, -1.25368, 3.36683)  -0.71
N (-2.18604, -2.00849, 4.41625)  0.18
S (-0.47004, -1.55660, 2.49443)  0.83
C (-2.50203, 2.73522, 1.04869)  -0.18
C (-3.03197, 4.00551, 0.81340)  0.06
C (-2.27179, 4.94969, 0.14069)  0.03
C (-0.99268, 4.61101, -0.28154)  0.02
C (-0.53532, 3.32419, -0.04211)  -0.08
N (-1.26314, 2.42026, 0.59573)  -0.03
H (-5.03601, 0.97205, 2.57722)  0.10
H (-5.11550, 2.52037, 1.76230)  0.10
H (-4.47287, 2.44543, 3.38656)  0.13
H (-3.59023, -0.09526, 3.55553)  0.17
H (-2.99506, -1.88245, 5.00709)  0.15
H (-1.52647, -2.72189, 4.69229)  0.14
H (-4.01589, 4.26904, 1.16318)  0.13
H (-2.66863, 5.93765, -0.03529)  0.14
H (-0.35994, 5.32637, -0.78231)  0.14
H (0.44934, 3.00154, -0.35497)  0.12
N (3.50946, 0.87763, 3.70809)  0.15
C (2.84696, 1.77504, 2.72814)  -0.48
C (3.66104, 3.03927, 2.55723)  -0.07
P (2.69640, 0.72250, 1.17095)  0.37
O (3.60029, 1.44076, 0.07728)  -0.09
O (3.21572, -0.60261, 1.60362)  -0.33
O (1.33257, 0.75091, 0.50753)  -0.41
P (1.20262, 2.13671, 3.56265)  0.39
O (0.88320, 3.68128, 3.35093)  -0.09
O (1.40895, 1.72921, 4.96310)  -0.24
O (0.06270, 1.41867, 2.84370)  -0.46
H (3.53381, -0.06807, 3.24575)  0.13
H (2.90253, 0.89222, 4.57369)  0.13
H (4.45880, 1.17770, 3.94805)  0.18
H (4.65987, 2.82092, 2.17821)  0.10
H (3.76067, 3.56203, 3.51026)  0.10
H (3.17233, 3.70915, 1.85413)  0.09
H (4.52523, 1.19710, 0.06692)  0.10
H (1.09554, 4.21272, 4.12215)  0.11
C (-1.58750, -1.99778, -4.86725)  0.04
N (-1.41061, -1.99674, -3.44245)  -0.02
N (-1.37234, -0.86307, -2.69961)  0.07
C (-1.17379, -1.19251, -1.38138)  -0.27
O (-1.14830, -0.32461, -0.44844)  -0.18
C (-1.08018, -2.61059, -1.33909)  -0.18
C (-1.24019, -3.06994, -2.64624)  -0.14
C (-1.24849, -4.46574, -3.13557)  0.03
C (-1.53470, 0.45457, -3.20216)  -0.19
C (-2.67880, 0.77936, -3.92170)  -0.01
C (-2.84896, 2.07241, -4.38153)  -0.04
C (-1.87700, 3.02709, -4.12585)  -0.05
C (-0.73929, 2.69591, -3.40506)  -0.07
C (-0.56109, 1.40859, -2.92704)  -0.01
H (-1.09263, -1.13089, -5.30615)  0.12
H (-2.64603, -1.97614, -5.13595)  0.11
H (-1.14919, -2.90595, -5.27639)  0.11
H (-0.77890, -2.87830, 0.54227)  -0.01
H (-1.12759, -5.14050, -2.29413)  0.10
H (-0.44202, -4.65377, -3.84366)  0.10
H (-2.18757, -4.69939, -3.63481)  0.11
H (-3.43555, 0.03213, -4.09775)  0.12
H (-3.74049, 2.32361, -4.93506)  0.12
H (-2.00821, 4.03111, -4.49404)  0.12
H (0.02126, 3.43987, -3.22939)  0.11
H (0.31602, 1.14198, -2.35397)  0.12
C (1.97049, -5.40060, 0.92334)  -0.16
C (2.55189, -4.58434, -0.21000)  -0.51
S (2.26177, -2.81262, 0.08457)  0.85
O (-0.85332, -3.39545, -0.27448)  0.05
C (2.95303, -2.10144, -1.43847)  -0.52
C (4.45831, -2.27983, -1.53292)  -0.14
H (2.10265, -6.45817, 0.71159)  0.08
H (0.91135, -5.18483, 1.03730)  0.05
H (2.47444, -5.18089, 1.86024)  0.07
H (2.07511, -4.83022, -1.16076)  0.08
H (3.62779, -4.74393, -0.30045)  0.08
H (2.68850, -1.04609, -1.38811)  0.04
H (2.44452, -2.57214, -2.28138)  0.07
H (4.94858, -1.85082, -0.66308)  0.07
H (4.83621, -1.78236, -2.42177)  0.08
H (4.72603, -3.32860, -1.61380)  0.07

No. 5
Computed, not measured: 2 unconnected molecules or ions with the total composition C10H15NO in a non-equilibrium geometry, with the ωB97M-V functional and the def2-TZVPD basis.

## Properties
Spin multiplicity   1
Total charge   0
Gap between HOMO and LUMO   9.7 eV
HOMO level   -8.9 eV
E_tot   -520.0264 Ha
ΔE to the lowest compared entry with this formula, charge and spin   0.9412 eV
SMILES   Cc1ccccc1.CCC(N)=O

Last column: natural (NBO) charge in e.
CARTESIAN COORDINATES (ANGSTROEM)
C (-2.29843, -2.30998, 0.56664)  -0.63
C (-0.84718, -2.49120, 0.17113)  -0.01
C (-0.26235, -1.81400, -0.89617)  -0.22
C (1.04757, -2.06721, -1.32961)  -0.19
C (1.84775, -3.03396, -0.69746)  -0.23
C (1.21253, -3.72984, 0.31774)  -0.21
C (-0.12779, -3.52166, 0.71057)  -0.21
H (-2.90412, -1.71878, -0.11135)  0.22
H (-2.46562, -1.77890, 1.54052)  0.22
H (-2.79214, -3.27751, 0.67872)  0.22
H (-0.71886, -0.93762, -1.34902)  0.20
H (1.38057, -1.37575, -2.09372)  0.21
H (2.90533, -3.03686, -0.94211)  0.22
H (1.90384, -4.14299, 1.04740)  0.21
H (-0.50844, -4.16801, 1.48875)  0.21
C (-0.10350, 4.27244, -1.52020)  -0.61
C (0.00675, 2.95807, -0.76829)  -0.52
C (0.13544, 3.02857, 0.70411)  0.67
N (-0.66874, 3.94319, 1.36071)  -0.84
O (0.75011, 2.21303, 1.36307)  -0.60
H (0.29726, 5.06044, -0.87725)  0.21
H (-1.15442, 4.52225, -1.64665)  0.20
H (0.38005, 4.28384, -2.50031)  0.22
H (-0.75829, 2.19135, -1.13129)  0.24
H (0.94175, 2.47215, -1.09682)  0.24
H (-0.60550, 4.06033, 2.35571)  0.40
H (-1.23314, 4.63509, 0.90382)  0.38

No. 6
Computed, not measured: 9 unconnected molecules or ions with the total composition C3H22NO9S in a non-equilibrium geometry, with the ωB97M-V functional and the def2-TZVPD basis.

## Properties
Spin multiplicity   2
Total charge   0
Gap between HOMO and LUMO (spin up / spin down)   10.6 / 6.9 eV
HOMO level (spin up / spin down)   -10.7 / -10.4 eV
E_tot   -1257.5626 Ha
ΔE to the lowest compared entry with this formula, charge and spin   0.0000 eV

Last column: natural (NBO) charge in e.
CARTESIAN COORDINATES (ANGSTROEM)
C (-0.90107, -0.07359, -1.17739)  -0.52
C (-2.34565, -0.31798, -1.70645)  -0.58
S (-2.62104, -1.99566, -2.34609)  0.09
C (-0.74307, -0.47950, 0.26181)  0.69
N (-0.99528, -1.71191, 0.69704)  -0.79
O (-0.21808, 0.34453, 1.02764)  -0.70
H (-0.80440, 1.00510, -1.22525)  0.25
H (-0.26124, -0.54544, -1.90871)  0.24
H (-2.76896, 0.34036, -2.47033)  0.26
H (-3.05534, -0.15669, -0.88605)  0.25
H (-0.62955, -1.96404, 1.60524)  0.43
H (-1.54840, -2.43219, 0.26665)  0.40
H (0.26757, 4.17376, 1.59234)  0.50
H (-0.98243, 3.19039, 1.80393)  0.46
O (-0.67547, 4.09902, 1.81012)  -0.98
H (-0.40081, 0.83932, 2.70077)  0.49
H (-0.36759, 1.96628, 3.82106)  0.48
O (-0.35408, 1.02088, 3.65511)  -0.99
H (-0.36026, -2.26863, -2.65840)  0.47
H (-0.47230, -3.53688, -1.86869)  0.47
O (0.18102, -2.98536, -2.30283)  -0.95
H (1.58841, 1.87031, -1.60498)  0.48
H (0.63373, 2.98757, -1.14040)  0.47
O (1.26747, 2.75954, -1.82712)  -0.96
H (2.95266, 0.97655, 0.09551)  0.48
H (1.56434, 0.46930, 0.22645)  0.50
O (2.04227, 1.30701, 0.15462)  -0.96
H (2.16077, 4.00739, 0.07098)  0.48
H (2.03467, 2.89393, 1.06639)  0.50
O (2.06578, 3.86721, 1.01940)  -0.97
H (2.17815, -1.94673, 2.49388)  0.48
H (0.98866, -1.04406, 2.80691)  0.48
O (1.32736, -1.93933, 2.94500)  -0.95
H (1.46965, -3.34721, -0.52824)  0.47
H (2.46808, -2.95988, -1.58623)  0.48
O (2.37936, -3.06758, -0.63463)  -0.95